Molecular formula: C18H36N7ORh
Method: DFT, the ωB97M-V functional and the def2-TZVPD basis

XYZ file:
```
63
Properties=species:S:1:pos:R:3
Rh 0.2614 0.4655 -0.5174
C -0.6608 3.3756 -0.4238
C -1.6998 2.4765 -1.0574
N -0.9871 1.4458 -1.8591
C -0.3121 1.9839 -3.0753
C 0.9508 1.1959 -3.3020
N 1.5954 0.8727 -1.9922
C 2.5637 1.8891 -1.4740
C 1.7832 3.0751 -0.9863
N 0.5959 2.5710 -0.1955
H -0.4082 4.2473 -1.0247
H -1.0344 3.7650 0.5223
H -2.2726 1.9333 -0.3076
H -2.4134 3.0352 -1.6688
H -1.6674 0.7270 -2.0995
H -0.9742 1.8791 -3.9366
H -0.1464 3.0492 -2.9464
H 0.7185 0.2423 -3.7781
H 1.6578 1.7129 -3.9534
H 2.1285 0.0190 -2.1372
H 3.1074 1.4199 -0.6537
H 3.3003 2.1556 -2.2353
H 2.4110 3.7137 -0.3644
H 1.4155 3.6996 -1.7947
H 0.8344 2.6656 0.7862
C -3.4753 -2.1188 0.1557
C -2.1811 -1.7897 -0.5174
O -1.6446 -0.6488 -0.3597
N -1.6230 -2.7064 -1.2930
C -0.4214 -2.4412 -2.0815
C 0.8528 -2.5382 -1.2768
C 1.5690 -3.7240 -1.2410
C 2.7782 -3.7949 -0.5672
C 3.2481 -2.6494 0.0627
C 2.4844 -1.5044 0.0081
N 1.2999 -1.4264 -0.6495
H -3.9097 -1.2254 0.5950
H -3.3076 -2.8724 0.9296
H -4.1879 -2.5424 -0.5536
H -2.0830 -3.6028 -1.3879
H -0.5112 -1.4428 -2.5075
H -0.3969 -3.1465 -2.9090
H 1.1846 -4.5895 -1.7665
H 3.3484 -4.7155 -0.5501
H 4.1958 -2.6421 0.5852
H 2.8269 -0.5999 0.4967
N -1.1802 -0.3863 4.4057
C -1.3468 0.9895 3.8213
C -1.2645 0.9411 2.2985
N -0.0031 0.3311 1.7951
C 0.1348 -1.0292 2.3901
C 0.0879 -1.0321 3.9137
H -1.9897 -0.9701 4.1750
H -1.1669 -0.3297 5.4304
H -0.5577 1.6037 4.2569
H -2.3068 1.3858 4.1492
H -1.3493 1.9652 1.9391
H -2.0895 0.3727 1.8686
H 0.7778 0.8882 2.1412
H 1.0830 -1.4680 2.0886
H -0.6630 -1.6456 1.9724
H 0.9115 -0.4642 4.3484
H 0.1286 -2.0464 4.3084
```

Results
LUMO energy (spin up / spin down) (eV): -13.460 / -13.459
Frontier orbital gap (spin up / spin down) (eV): 8.07 / 8.08
Highest occupied orbital energy (spin up / spin down) (eV): -21.5 / -21.5
ΔE to the lowest compared entry with this formula, charge and spin (kcal/mol): 0.0
Total charge: +4
E (eV): -34697.4601